This record from OMol25 describes a 10-piece molecular cluster, C34H80ClN3O10P overall. The level of theory is ωB97M-V/def2-TZVPD.

Results
electronic energy: -83295.1525 eV
HOMO: -10.84 eV
maximum force: 10.39 eV/A
frontier orbital gap: 4.851 eV

Geometry as ORCA input:
```
! wB97M-V def2-TZVPD RIJCOSX def2/J DEFGRID3
* xyz 1 1
C -0.287 -4.480 -1.440
C 0.089 -4.775 -0.096
C 0.093 -5.374 1.454
C -0.398 -4.390 2.622
C -0.359 -5.194 4.032
P -0.873 -4.419 5.707
O -0.498 -2.684 5.639
Cl -2.972 -4.496 6.030
C 0.140 -6.700 3.930
C 0.126 -7.540 5.379
N -0.025 -9.037 5.030
N 0.611 -7.487 2.801
N 0.541 -6.747 1.677
H -0.684 -4.150 -2.494
H -0.729 -3.280 2.486
H -1.033 -2.365 4.829
H -0.803 -7.285 6.043
H 1.163 -7.420 5.910
H 0.850 -9.408 4.599
H -0.865 -9.191 4.430
H 0.872 -7.272 0.810
C 0.167 0.283 8.430
C 0.867 0.697 7.146
C 0.002 1.635 6.320
O 1.170 -0.465 6.378
H -0.765 -0.251 8.214
H 0.796 -0.402 9.008
H -0.066 1.154 9.051
H 1.817 1.187 7.386
H -0.936 1.149 6.029
H 0.514 1.915 5.393
H -0.235 2.547 6.878
H 0.333 -0.907 6.160
C -1.194 5.547 5.958
C -0.066 6.253 6.693
C 0.811 7.042 5.734
O 0.730 5.288 7.375
H -0.799 4.833 5.227
H -1.810 4.973 6.659
H -1.834 6.264 5.435
H -0.484 6.927 7.449
H 1.278 6.381 4.995
H 1.626 7.535 6.275
H 0.231 7.805 5.205
H 1.105 4.685 6.712
C 4.272 0.764 2.783
C 2.887 1.344 2.549
C 2.518 2.351 3.627
O 1.928 0.290 2.539
H 4.318 0.235 3.742
H 4.519 0.032 2.007
H 5.035 1.549 2.780
H 2.852 1.828 1.566
H 2.502 1.878 4.615
H 1.513 2.751 3.452
H 3.228 3.183 3.649
H 1.952 -0.145 3.408
C 3.222 -2.685 -3.764
C 1.869 -2.173 -4.230
C 2.019 -1.103 -5.299
O 1.159 -1.633 -3.118
H 3.817 -1.877 -3.324
H 3.099 -3.446 -2.986
H 3.787 -3.121 -4.594
H 1.276 -3.006 -4.624
H 2.571 -0.238 -4.913
H 1.038 -0.735 -5.616
H 2.547 -1.492 -6.175
H 1.678 -0.893 -2.762
C -1.093 -11.228 0.013
C 0.422 -11.312 -0.094
C 1.025 -12.012 1.112
O 0.961 -9.996 -0.195
H -1.392 -10.654 0.897
H -1.512 -10.710 -0.856
H -1.539 -12.225 0.077
H 0.697 -11.849 -1.008
H 0.801 -11.466 2.036
H 2.116 -12.054 1.027
H 0.642 -13.033 1.209
H 0.722 -9.511 0.612
C -3.920 -0.268 -5.578
C -2.531 -0.868 -5.730
C -2.184 -1.765 -4.552
O -1.571 0.181 -5.823
H -3.984 0.352 -4.677
H -4.152 0.384 -6.427
H -4.684 -1.050 -5.519
H -2.479 -1.445 -6.659
H -2.186 -1.198 -3.614
H -1.177 -2.180 -4.668
H -2.896 -2.592 -4.462
H -1.611 0.698 -5.002
C 1.390 10.595 6.647
C 0.004 11.175 6.412
C -0.365 12.182 7.491
O -0.954 10.121 6.403
H 1.436 10.066 7.606
H 1.637 9.863 5.870
H 2.152 11.380 6.644
H -0.031 11.659 5.430
H -0.381 11.709 8.479
H -1.369 12.582 7.316
H 0.345 13.014 7.513
H -0.930 9.686 7.271
C 0.864 3.040 -8.040
C -0.522 3.620 -8.275
C -0.891 4.627 -7.197
O -1.480 2.565 -8.284
H 0.910 2.511 -7.081
H 1.111 2.308 -8.817
H 1.626 3.824 -8.043
H -0.557 4.103 -9.257
H -0.907 4.154 -6.208
H -1.895 5.027 -7.371
H -0.181 5.459 -7.174
H -1.456 2.130 -7.416
C -3.921 1.697 -12.166
C -2.490 1.673 -12.679
C -1.780 0.389 -12.280
O -1.779 2.790 -12.149
H -3.946 1.646 -11.072
H -4.415 2.632 -12.450
H -4.498 0.859 -12.568
H -2.488 1.772 -13.770
H -1.729 0.292 -11.190
H -0.747 0.391 -12.645
H -2.293 -0.488 -12.686
H -1.776 2.711 -11.180
*
```


This record from OMol25 describes a 6-piece molecular cluster, C34H80N4O8 overall. The level of theory is ωB97M-V/def2-TZVPD.

Results
electronic energy: -58885.6738 eV
<S²>: 0.7503
HOMO (alpha / beta): 0.78 / -6.08 eV
maximum force: 3.50 eV/A
frontier orbital gap (alpha / beta): 1.343 / 8.207 eV

Geometry as ORCA input:
```
! wB97M-V def2-TZVPD RIJCOSX def2/J DEFGRID3
* xyz -1 2
C -11.008 -11.329 15.710
C -9.722 -12.116 16.196
O -8.868 -12.224 15.009
H -11.737 -11.433 16.514
H -11.493 -11.748 14.828
H -10.881 -10.290 15.405
H -10.107 -13.031 16.645
H -9.250 -11.555 17.003
H -9.203 -12.816 14.331
C -2.765 -9.322 12.608
C -1.535 -9.387 13.545
O -0.548 -9.830 12.560
H -2.915 -10.284 12.118
H -2.645 -8.615 11.787
H -3.735 -9.159 13.078
H -1.527 -10.114 14.358
H -1.165 -8.428 13.906
H 0.354 -9.733 12.873
C 4.600 -12.584 10.190
C 3.862 -13.438 9.119
C 3.784 -14.958 9.587
C 2.794 -15.240 10.685
C 1.446 -14.846 10.139
C 1.332 -13.309 9.751
N 2.498 -12.999 8.834
O 2.440 -11.688 8.248
C 0.111 -13.184 8.882
C 1.208 -12.323 10.885
C 4.634 -13.482 7.844
H 4.876 -11.595 9.824
H 5.486 -13.128 10.515
H 4.045 -12.476 11.122
H 3.466 -15.567 8.741
H 4.780 -15.271 9.898
H 3.060 -14.793 11.643
H 2.671 -16.300 10.909
H 0.619 -15.153 10.779
H 1.420 -15.404 9.202
H 0.298 -13.681 7.930
H -0.813 -13.459 9.390
H 0.024 -12.146 8.560
H 0.279 -12.539 11.412
H 1.956 -12.614 11.622
H 1.277 -11.291 10.541
H 4.770 -12.525 7.342
H 4.183 -14.171 7.130
H 5.707 -13.654 7.931
H 3.077 -11.316 8.863
C -5.677 -6.813 18.199
C -4.999 -7.101 16.818
C -4.164 -8.434 16.802
C -5.066 -9.693 16.667
C -6.003 -9.585 15.423
C -6.794 -8.167 15.228
N -5.902 -7.093 15.645
O -6.569 -5.858 15.429
C -6.920 -7.965 13.674
C -8.131 -8.298 16.066
C -3.886 -5.993 16.717
H -6.314 -7.592 18.618
H -6.417 -6.017 18.111
H -4.933 -6.479 18.922
H -3.440 -8.406 15.987
H -3.644 -8.493 17.759
H -5.683 -9.712 17.565
H -4.593 -10.673 16.714
H -6.838 -10.276 15.541
H -5.611 -9.922 14.464
H -6.000 -8.002 13.089
H -7.537 -8.748 13.232
H -7.413 -7.015 13.470
H -8.777 -9.131 15.789
H -7.854 -8.423 17.113
H -8.839 -7.483 15.916
H -4.317 -5.007 16.888
H -3.391 -6.059 15.748
H -3.072 -6.151 17.423
H -6.229 -5.725 14.541
C -7.105 -11.003 10.317
O -6.995 -12.329 9.808
C -6.136 -13.130 10.594
C -5.674 -14.410 9.821
N -6.706 -15.384 9.562
C -7.277 -16.082 10.684
C -8.273 -17.068 10.239
O -8.904 -17.637 11.412
C -9.777 -18.670 11.245
H -6.126 -10.525 10.326
H -7.570 -11.092 11.299
H -7.791 -10.342 9.788
H -6.496 -13.234 11.618
H -5.215 -12.581 10.787
H -4.765 -14.829 10.252
H -5.233 -14.056 8.889
H -7.340 -14.945 8.910
H -7.831 -15.285 11.179
H -6.522 -16.588 11.286
H -7.874 -17.877 9.627
H -9.077 -16.535 9.732
H -10.784 -18.327 11.006
H -9.988 -19.133 12.209
H -9.226 -19.380 10.629
C -6.958 -17.824 14.373
O -6.587 -16.471 14.223
C -7.078 -15.661 15.253
C -6.279 -14.432 15.134
N -4.822 -14.664 15.229
C -3.910 -13.561 15.129
C -3.905 -12.759 13.690
O -3.541 -13.556 12.560
C -2.248 -14.144 12.416
H -6.675 -18.206 13.392
H -8.041 -17.861 14.488
H -6.462 -18.233 15.253
H -6.866 -16.203 16.175
H -8.149 -15.527 15.100
H -6.516 -13.776 15.971
H -6.482 -13.788 14.279
H -4.573 -15.182 14.398
H -2.905 -13.828 15.454
H -4.109 -12.812 15.896
H -3.285 -11.883 13.882
H -4.916 -12.363 13.596
H -1.634 -13.250 12.311
H -2.117 -14.523 11.402
H -2.046 -14.827 13.241
*
```


This record from OMol25 describes C34H83Cu2N4O13 as an isolated structure. The level of theory is ωB97M-V/def2-TZVPD.

Results
electronic energy: -158452.1065 eV
HOMO: -9.94 eV
maximum force: 3.23 eV/A
frontier orbital gap: 8.575 eV

Geometry as ORCA input:
```
! wB97M-V def2-TZVPD RIJCOSX def2/J DEFGRID3
* xyz 1 1
Cu -0.325 0.926 2.459
Cu -0.241 -1.810 -0.614
O -1.064 -0.086 -1.067
C -0.620 0.798 -0.222
O -0.848 2.044 -0.312
O 0.105 0.262 0.684
H -2.362 1.059 -1.601
C -0.867 -3.269 4.176
C -1.693 -2.216 3.504
O -0.974 -1.248 2.738
H -0.131 -2.757 4.846
H -0.326 -3.833 3.379
H -1.521 -4.023 4.736
H -2.204 -1.687 4.223
H -2.407 -2.693 2.844
H -0.180 -1.712 2.355
C -0.894 6.520 1.758
C -0.665 5.389 0.738
O 0.216 4.433 1.334
H -1.309 6.047 2.664
H -1.520 7.336 1.414
H 0.022 6.924 2.097
H -0.219 5.724 -0.252
H -1.612 4.870 0.524
H 0.015 3.590 0.871
C 5.067 2.972 2.304
C 3.607 3.042 1.809
O 2.715 3.692 2.624
H 5.516 3.974 2.217
H 5.638 2.323 1.686
H 5.302 2.809 3.382
H 3.297 1.986 1.629
H 3.648 3.503 0.807
H 2.283 4.426 2.197
C -5.657 1.734 -1.837
C -4.359 0.916 -1.528
C -4.258 -0.371 -2.342
C -4.174 -0.131 -3.806
C -2.873 0.586 -4.188
C -2.793 1.960 -3.409
N -3.148 1.641 -1.992
O -3.081 2.858 -1.265
C -1.363 2.574 -3.468
C -3.759 3.028 -4.043
C -4.184 0.664 -0.076
H -5.507 2.796 -1.466
H -6.432 1.407 -1.154
H -5.926 1.684 -2.884
H -3.434 -0.992 -2.039
H -5.229 -0.918 -2.179
H -5.069 0.350 -4.203
H -4.120 -1.111 -4.298
H -2.773 0.834 -5.240
H -2.041 -0.025 -3.869
H -0.673 2.052 -2.802
H -1.036 2.457 -4.547
H -1.390 3.619 -3.168
H -4.802 2.807 -4.240
H -3.780 3.945 -3.391
H -3.321 3.224 -5.019
H -4.390 1.611 0.412
H -3.192 0.273 0.192
H -5.024 -0.047 0.120
H -2.161 2.795 -0.923
C 3.234 -0.138 4.251
O 1.850 0.110 4.358
C 1.608 1.336 5.024
C 0.151 1.424 5.313
N -0.681 1.853 4.152
C -2.073 1.940 4.556
C -2.543 3.398 4.687
O -1.694 3.941 5.639
C -1.611 5.311 5.710
H 3.414 -1.226 4.093
H 3.753 0.228 5.135
H 3.691 0.287 3.375
H 2.034 2.198 4.430
H 2.087 1.361 6.036
H -0.024 2.202 6.178
H -0.219 0.448 5.608
H -0.328 2.812 3.937
H -2.299 1.375 5.524
H -2.773 1.449 3.853
H -3.616 3.472 5.011
H -2.452 3.954 3.767
H -2.544 5.739 6.186
H -1.661 5.714 4.695
H -0.696 5.640 6.167
C 5.308 -4.680 -0.786
O 3.944 -4.924 -1.125
C 3.936 -5.604 -2.386
C 4.381 -4.696 -3.510
N 3.599 -3.508 -3.538
C 4.119 -2.646 -4.548
C 3.457 -1.286 -4.364
O 3.295 -0.821 -2.991
C 2.965 0.639 -2.938
H 5.244 -4.324 0.249
H 5.803 -3.916 -1.438
H 5.892 -5.595 -0.822
H 2.913 -6.010 -2.537
H 4.515 -6.502 -2.228
H 4.196 -5.250 -4.463
H 5.456 -4.571 -3.467
H 3.512 -2.986 -2.703
H 3.985 -2.944 -5.569
H 5.202 -2.424 -4.532
H 2.461 -1.204 -4.830
H 4.028 -0.526 -4.926
H 2.868 0.886 -1.910
H 1.992 0.725 -3.391
H 3.772 1.199 -3.525
C -3.454 -4.398 -3.182
O -2.301 -4.013 -2.579
C -1.238 -3.388 -3.224
C 0.051 -3.845 -2.590
N 0.032 -3.664 -1.159
C 1.316 -4.145 -0.627
C 1.521 -3.811 0.872
O 1.255 -2.423 1.236
C 2.497 -1.729 1.458
H -3.886 -5.158 -2.617
H -3.382 -4.777 -4.258
H -4.212 -3.611 -3.202
H -1.336 -2.269 -3.097
H -1.325 -3.505 -4.298
H 0.866 -3.266 -3.017
H 0.180 -4.882 -2.880
H -0.782 -4.205 -0.770
H 2.150 -3.752 -1.271
H 1.327 -5.218 -0.567
H 2.531 -4.126 1.080
H 0.848 -4.470 1.564
H 2.314 -0.759 1.884
H 2.959 -1.559 0.469
H 3.115 -2.420 2.091
*
```